(1)
C24H33BNO5Ti | ωB97M-V with the def2-TZVPD basis set

The geometry in XYZ format:
```
65
Properties=species:S:1:pos:R:3:nbo_charge:R:1
Ti 0.0463 -0.0246 2.6406 1.10
O -1.8205 0.4722 -5.2895 -0.58
O 1.6658 0.2428 -5.1521 -0.52
O -0.3703 0.2181 0.8825 -0.73
O -0.9488 -1.5318 -5.6629 -0.53
O 2.1525 -0.9259 -3.2764 -0.63
N -0.0279 0.1288 4.7695 -0.54
C -1.0290 -0.3895 -4.9633 0.83
C 2.1563 0.8930 1.8997 -0.27
C 2.1239 -0.9588 3.2930 -0.34
C -1.5791 -1.7890 2.2148 -0.31
C -0.3120 1.2087 -3.1173 -0.40
C -1.0499 -0.3177 -1.3929 -0.25
C -0.4954 -2.3426 2.9573 -0.34
C 2.2497 -0.5553 1.9469 -0.35
C -0.5578 -1.8172 4.2705 -0.28
C 0.0272 0.0657 6.0007 0.22
C 1.9522 1.3740 3.2138 -0.37
C -2.9349 2.5430 -0.7116 -0.57
C -1.3988 1.0718 -2.0305 -0.16
C -0.4519 3.0447 -0.7267 -0.58
C -1.5742 2.1969 -1.0957 -0.46
C 1.3505 -0.3664 -4.0058 0.82
C 0.0933 -0.2121 -0.3917 -0.04
C -1.6987 -0.8532 4.3096 -0.24
C 3.0498 0.2593 -5.4791 -0.26
C 0.0340 -2.5563 -5.4342 -0.26
C -0.1507 -0.2148 -3.6683 -0.27
C -2.2578 -0.8219 3.0078 -0.35
C 1.9616 0.2290 4.0817 -0.23
C -0.6319 -1.1862 -2.5836 -0.42
B -0.0007 0.0020 7.3848 -0.60
H -0.7618 3.8158 0.0141 0.18
H -3.6357 1.6928 -0.7883 0.17
H 2.2205 1.5034 1.0067 0.23
H -1.9295 -0.7243 -0.8777 0.21
H 3.6327 0.7891 -4.7101 0.20
H -0.0179 3.5941 -1.5882 0.10
H 3.1195 0.7865 -6.4345 0.19
H 0.2003 -3.0935 2.6310 0.22
H -2.3492 0.8967 -2.5648 0.18
H 0.6325 1.5323 -2.6550 0.20
H -1.5143 -1.7473 -2.9445 0.20
H -2.9814 2.9199 0.3282 0.17
H -1.8283 -2.0391 1.1938 0.22
H 0.9883 -0.5698 7.9081 0.02
H 0.3905 2.5043 -0.2541 0.16
H 0.0005 1.1418 7.9081 0.02
H 2.4056 -1.2037 1.0955 0.23
H 0.1407 -2.8096 -4.3638 0.21
H -0.3365 -3.4245 -5.9831 0.19
H 0.1432 -2.0304 5.0962 0.23
H 1.0040 -2.2406 -5.8520 0.18
H -0.5889 1.9201 -3.9014 0.24
H 0.8897 0.4604 -0.7571 0.16
H 0.1469 -1.9014 -2.3195 0.22
H -3.3506 3.3482 -1.3505 0.09
H 2.1771 -1.9650 3.6778 0.22
H 1.8110 2.4020 3.5197 0.23
H -3.0849 -0.1956 2.7293 0.23
H 0.5583 -1.2164 -0.2890 0.14
H 1.8622 0.2804 5.1658 0.26
H -1.9716 -0.1800 5.1394 0.24
H 3.4423 -0.7635 -5.5804 0.18
H -0.9882 -0.5698 7.9088 0.00
```

Calculated values
<S²>: 0.76
Charge: -2
HOMO-LUMO gap (alpha / beta) (eV): 2.05 / 2.05
Multiplicity: 2
Largest force on an atom (hartree/bohr): 0.23075

***

(2)
C2H3F3N2O | ωB97M-V with the def2-TZVPD basis set

The geometry in XYZ format:
```
11
Properties=species:S:1:pos:R:3:nbo_charge:R:1
F -2.3729 -0.4228 -1.9859 -0.27
F 1.5181 -0.5473 -0.9794 -0.34
F -0.1968 -1.7609 -0.3812 -0.33
O -0.3882 0.3407 -1.2008 -0.37
N 1.2720 0.5333 1.5983 -0.67
N -1.6888 0.5641 -1.2435 0.07
C 0.2157 0.1153 1.0885 0.02
C 0.2993 -0.4647 -0.3208 0.78
H 1.2787 1.0179 2.5251 0.40
H 2.1369 0.2935 1.2415 0.38
H -2.0742 0.3308 -0.3418 0.33
```

Calculated values
HOMO-LUMO gap (eV): 10.14
Multiplicity: 1
Largest force on an atom (hartree/bohr): 0.07950
Energy relative to the best compared isomer or geometry (same formula, charge and spin) (kcal/mol): 127.98

***

(3)
C2H21O11 | ωB97M-V with the def2-TZVPD basis set

The geometry in XYZ format:
```
34
Properties=species:S:1:pos:R:3:nbo_charge:R:1
O 9.3720 -16.6036 7.2984 -0.93
O 13.4788 -20.1476 7.2107 -0.95
O 13.0218 -18.3406 9.6367 -0.83
O 15.5926 -18.8385 10.4720 -0.97
O 11.3237 -21.0477 13.3486 -0.97
O 13.5713 -22.2396 10.2847 -0.96
O 8.3511 -21.5123 10.7856 -0.94
O 14.2762 -18.3961 13.4592 -0.97
O 12.8774 -15.7163 10.4043 -0.97
O 12.6545 -19.5415 11.4492 -0.80
O 14.0984 -16.3774 7.5309 -0.95
C 12.3168 -19.1062 10.3306 0.80
C 11.1274 -19.7745 9.5768 -0.73
H 13.9864 -18.7263 12.6088 0.50
H 14.9965 -16.0844 7.6853 0.46
H 11.7330 -21.0351 12.4834 0.50
H 13.4623 -19.7636 8.0873 0.48
H 13.4776 -21.2951 10.4090 0.48
H 11.8401 -20.4310 13.8675 0.47
H 9.7748 -16.7687 6.4459 0.47
H 10.2765 -19.9728 10.2284 0.19
H 13.9148 -16.9788 8.2526 0.49
H 14.6878 -18.6840 10.2004 0.49
H 15.7418 -19.7668 10.2925 0.45
H 14.2863 -19.1677 14.0255 0.45
H 8.6636 -20.6123 10.6923 0.47
H 11.3629 -20.7448 9.1395 0.24
H 13.1053 -15.8087 11.3294 0.46
H 9.0376 -17.4568 7.5750 0.46
H 8.2887 -21.6479 11.7311 0.47
H 12.6677 -16.6056 10.1189 0.49
H 10.6054 -19.1071 8.8911 0.22
H 13.4706 -21.0927 7.3625 0.46
H 14.2284 -22.5025 10.9292 0.47
```

Calculated values
Charge: -1
HOMO-LUMO gap (eV): 9.77
Multiplicity: 1
Largest force on an atom (hartree/bohr): 0.03822
Energy relative to the best compared isomer or geometry (same formula, charge and spin) (kcal/mol): 54.70

***

(4)
C22H19AsNO13S2Sn | ωB97M-V with the def2-TZVPD basis set

The geometry in XYZ format:
```
59
Properties=species:S:1:pos:R:3:nbo_charge:R:1
Sn -0.4256 -0.0087 0.6937 1.48
As 1.3348 -3.2432 -1.8824 1.55
S 0.8496 -0.2913 -2.5534 2.14
S 2.9423 -0.6888 -0.1579 2.43
O 3.8215 0.1301 0.6129 -0.93
O 0.1848 0.8515 -2.0225 -0.91
O -2.3083 0.8376 -0.6115 -0.75
O 0.8052 -3.8104 -0.3378 -1.01
O -2.1166 2.0080 4.0503 -0.62
O 0.7809 -1.5532 -1.6898 -1.00
O -2.0559 -1.1694 -1.5115 -0.78
O 1.8989 -1.3730 0.5992 -1.02
O -0.8474 -2.1361 -3.6102 -0.74
O 0.2389 6.6365 3.6552 -0.73
O 1.1703 7.0376 1.6495 -0.75
O -1.2984 0.4411 2.7067 -0.87
O 2.4101 0.0723 -1.3418 -1.02
N 0.0166 2.2385 1.2504 -0.60
C 5.4454 1.2155 -6.2314 -0.63
C 4.3019 0.8174 -5.3522 0.00
C 3.4084 1.7783 -4.8828 -0.21
C -0.4530 3.9878 2.7974 -0.20
C 5.2840 -1.9138 -0.8228 -0.20
C 0.7896 3.0691 0.5489 0.03
C 2.2252 0.1034 -3.6687 -0.24
C 2.3735 1.4269 -4.0361 -0.14
C 0.6143 6.3633 2.5175 0.75
C 3.9075 -1.9909 -0.9022 -0.24
C -2.4837 -0.0049 -1.5006 0.67
C -0.3466 -0.8881 -3.9009 -0.26
C 4.1045 -0.5128 -4.9996 -0.19
C 4.0818 -4.0492 -2.1027 -0.21
C 0.9823 4.3811 0.9321 -0.23
C 3.0553 -0.8784 -4.1725 -0.21
C 5.4607 -3.9895 -2.0138 -0.20
C 0.3536 4.8605 2.0776 -0.03
C 3.2835 -3.0423 -1.5535 -0.44
C -0.5956 2.6819 2.3539 0.09
C -1.4255 1.6579 3.1196 0.75
C 6.0676 -2.9068 -1.3883 -0.20
H 5.7153 -1.0679 -0.3124 0.25
H 7.1456 -2.8418 -1.3472 0.22
H -0.9515 4.3137 3.6993 0.27
H 5.1460 2.0181 -6.9009 0.22
H 1.2601 2.6441 -0.3353 0.20
H -1.4520 -2.0087 -2.8259 0.52
H 6.0649 -4.7743 -2.4428 0.22
H 1.6118 5.0581 0.3700 0.25
H 1.6785 2.1579 -3.6569 0.24
H 0.2116 -0.9309 -4.8377 0.20
H -1.1177 -0.1151 -3.9492 0.20
H 2.8830 -1.9203 -3.9284 0.22
H -3.0861 0.3272 -2.3874 0.07
H 4.7726 -1.2714 -5.3812 0.22
H 3.5997 -4.8824 -2.6073 0.22
H 5.7977 0.3712 -6.8199 0.21
H 3.5259 2.8077 -5.1806 0.22
H 1.0158 -3.1287 0.3182 0.52
H 6.2766 1.5763 -5.6250 0.23
```

Calculated values
Charge: -1
HOMO-LUMO gap (eV): 6.65
Multiplicity: 1
Largest force on an atom (hartree/bohr): 0.05669
Energy relative to the best compared isomer or geometry (same formula, charge and spin) (kcal/mol): 91.90